72
Properties=species:S:1:pos:R:3:forces:R:3:mulliken_spin:R:1 method="wB97M-V/def2-TZVPD" total_energy_ha=-4000.181223 largest_force_ha_per_bohr=0.049 homo_energy_ev="-4.6 / -7.0" e_above_lowest_kj_mol=154.5 gap_ha="0.1760 / 0.2637" lumo_energy_ha="0.0064 / 0.0064" spin_multiplicity=3
Ti -0.067 -0.785 0.671 -2.2 1.1 0.5 1.113
Cl 3.764 -3.591 5.674 0.1 0.0 0.1 0.007
C 2.610 -3.263 4.417 -0.1 0.0 -0.1 0.051
C 1.761 -4.279 4.016 0.1 0.0 0.1 -0.015
C 0.816 -4.032 3.034 -0.4 -0.1 -0.4 0.075
I -0.486 -5.542 2.393 0.1 0.1 0.1 0.003
C 0.705 -2.779 2.433 0.4 -0.3 0.7 0.042
O -0.192 -2.425 1.522 0.5 -1.1 0.8 -0.045
C 1.587 -1.764 2.843 -0.2 -0.3 0.0 0.055
N 1.373 -0.574 2.200 0.3 -0.4 0.4 0.097
C 2.168 0.466 2.591 0.0 0.2 0.2 0.317
C 3.140 0.341 3.557 -0.1 0.0 0.0 -0.079
C 3.368 -0.870 4.204 0.1 0.0 0.0 0.407
C 2.557 -1.976 3.851 -0.1 0.0 -0.1 -0.092
H 1.834 -5.253 4.478 0.0 0.0 0.0 0.002
H 2.008 1.411 2.093 0.0 0.0 0.0 0.002
H 3.741 1.206 3.803 0.0 0.0 0.0 0.000
H 4.136 -0.977 4.954 0.0 0.0 0.0 0.029
C -1.345 -0.280 4.000 -0.1 0.1 -0.3 0.004
C -1.228 0.867 3.002 0.1 0.1 0.3 -0.004
O -1.693 0.518 1.677 0.1 0.0 0.2 0.008
C -3.125 0.400 1.671 -0.2 -0.1 -0.2 0.004
C -3.693 0.648 0.287 0.2 0.0 0.2 0.003
H -0.606 -0.159 4.791 0.0 0.0 0.0 0.001
H -1.149 -1.222 3.489 0.1 -0.1 0.1 0.003
H -2.337 -0.325 4.452 0.0 0.0 0.0 0.000
H -0.192 1.164 2.881 0.0 0.0 0.0 -0.013
H -1.803 1.734 3.343 0.1 0.0 -0.1 0.003
H -3.520 1.148 2.364 0.0 -0.1 0.1 0.001
H -3.408 -0.587 2.044 0.1 0.0 0.1 -0.004
H -3.100 0.124 -0.456 -0.1 0.0 -0.1 0.001
H -3.677 1.712 0.052 0.0 0.0 0.0 0.000
H -4.725 0.296 0.239 0.0 0.0 0.0 0.001
I -4.000 -5.442 -0.114 0.2 0.2 0.0 0.000
C -2.656 -3.898 -0.423 -0.3 -0.3 0.0 -0.002
C -1.432 -3.987 -1.045 -0.1 0.1 0.0 0.011
N -0.922 -2.750 -1.033 -0.3 -0.4 -0.4 0.019
N -1.717 -1.863 -0.401 0.0 -0.7 -0.5 0.009
C -2.788 -2.565 -0.041 0.0 0.0 -0.1 0.006
H -0.923 -4.834 -1.469 0.1 0.1 0.0 0.001
H -0.019 -2.445 -1.369 0.1 0.0 0.0 0.002
H -3.626 -2.108 0.455 0.1 0.1 0.1 -0.001
C -1.256 2.962 -1.180 0.1 -0.1 -0.1 0.000
C -1.315 1.834 -2.151 0.0 -0.1 0.0 0.003
N -1.266 0.547 -1.876 0.1 0.4 -0.1 0.002
C -1.425 -0.102 -3.078 -0.1 0.0 0.0 0.004
C -1.556 0.798 -4.088 -0.1 -0.1 -0.1 0.001
N -1.490 2.028 -3.486 0.0 0.0 0.0 0.000
H -0.920 2.574 -0.226 0.0 0.0 0.1 0.001
H -2.236 3.427 -1.060 0.0 0.0 0.0 0.000
H -0.554 3.723 -1.522 0.0 0.0 0.0 0.000
H -1.457 -1.177 -3.142 0.0 0.0 0.0 0.000
H -1.701 0.675 -5.147 0.0 0.0 0.0 0.000
H -1.529 2.915 -3.955 0.0 0.1 0.0 0.000
C 2.056 4.014 -5.417 0.0 -0.1 0.1 0.000
C 2.047 3.033 -4.276 0.0 -0.1 0.0 0.000
C 1.832 1.677 -4.499 0.0 0.1 -0.1 0.000
C 1.782 0.770 -3.452 0.0 -0.3 0.2 -0.002
C 1.962 1.224 -2.159 -0.3 0.2 0.1 0.005
C 2.215 2.572 -1.915 0.0 -0.1 0.1 0.000
C 2.252 3.468 -2.966 0.0 0.0 0.0 0.001
S 1.856 0.252 -0.680 1.2 0.5 -0.5 0.005
O 1.316 -1.112 -0.938 0.0 0.1 -0.3 -0.024
O 3.159 0.268 -0.099 0.0 0.1 -0.2 -0.002
O 0.790 0.921 0.130 0.8 1.1 -0.5 -0.015
H 1.039 4.322 -5.671 0.0 0.0 0.0 0.000
H 2.504 3.575 -6.308 0.0 0.0 0.0 0.000
H 2.620 4.905 -5.148 0.0 0.0 -0.1 0.000
H 1.697 1.326 -5.515 0.0 0.0 0.0 0.000
H 1.616 -0.282 -3.642 -0.1 0.0 0.0 0.000
H 2.378 2.891 -0.893 0.0 0.1 0.0 -0.001
H 2.449 4.515 -2.772 0.0 0.0 0.0 0.000


144
Properties=species:S:1:pos:R:3:forces:R:3:mulliken_charge:R:1 method="wB97M-V/def2-TZVPD" total_energy_ha=-4073.582838 largest_force_ha_per_bohr=0.080 homo_energy_ev=-8.5 e_above_lowest_kj_mol=310.5 gap_ha=0.3188 lumo_energy_ha=0.0046 spin_multiplicity=1
C 17.148 1.996 -0.018 0.9 0.2 -0.7 -0.928
S 18.923 2.073 0.571 -1.5 1.8 0.5 0.377
O 19.039 3.314 1.450 0.0 -1.4 -0.9 -0.580
C 18.981 0.676 1.660 -0.1 -0.8 -0.5 -0.199
H 16.321 2.315 0.617 0.5 -0.4 0.7 0.322
H 17.022 1.016 -0.477 -0.2 -0.1 0.3 0.246
H 17.118 2.702 -0.848 0.2 0.1 -0.1 0.386
H 18.636 -0.246 1.192 -0.4 0.2 -0.4 0.138
H 18.371 0.824 2.551 0.6 0.1 0.2 -0.196
H 20.052 0.483 1.727 0.0 0.3 1.0 0.429
C 11.739 -2.716 8.569 1.2 -0.5 0.4 -1.027
S 13.341 -2.975 9.480 -0.5 -1.6 1.0 0.734
O 13.025 -3.595 10.846 0.3 0.8 -2.0 -0.690
C 14.112 -4.269 8.397 0.2 0.6 0.0 0.005
H 11.987 -2.110 7.698 -0.1 0.1 0.0 0.239
H 11.101 -2.193 9.282 -0.1 -0.1 -0.2 0.378
H 11.367 -3.690 8.250 -0.3 0.1 0.2 0.292
H 15.061 -4.548 8.857 0.0 0.2 0.1 -0.225
H 14.321 -3.741 7.467 0.1 0.1 -0.1 -0.240
H 13.629 -5.212 8.140 -0.7 0.2 0.5 0.494
C 17.024 -5.621 11.655 1.3 -1.1 -0.8 -0.622
S 17.307 -6.773 10.215 -1.8 1.3 -0.4 0.345
O 15.918 -6.786 9.535 2.2 0.0 0.5 -0.584
C 18.415 -5.628 9.189 -1.3 -0.6 1.0 -0.345
H 16.661 -4.675 11.253 -0.2 -0.2 0.3 -0.019
H 18.007 -5.538 12.118 0.1 0.5 0.0 0.347
H 16.407 -6.157 12.376 -0.4 0.3 -0.4 0.423
H 19.360 -5.431 9.696 -0.1 -0.2 0.0 0.449
H 17.814 -4.720 9.127 0.2 0.1 -0.4 -0.236
H 18.521 -6.147 8.237 0.1 0.2 0.1 0.232
C 13.982 -0.680 12.385 -1.9 2.6 -0.4 0.114
O 13.188 0.210 12.767 0.5 -1.9 -0.1 -0.709
N 15.275 -0.429 12.363 3.2 -1.3 -0.9 0.210
C 15.977 0.630 13.045 -0.7 0.7 -0.2 -1.057
C 16.272 -1.260 11.646 0.3 -0.5 0.5 -0.849
H 13.700 -1.612 11.873 -0.2 0.0 0.4 0.455
H 15.278 1.287 13.562 0.1 -0.2 0.2 0.372
H 16.484 1.217 12.280 0.2 0.2 0.1 0.284
H 16.725 0.189 13.704 0.0 0.1 0.2 0.356
H 17.182 -0.691 11.457 -0.4 0.6 -0.4 0.237
H 16.723 -2.030 12.272 -0.5 -0.4 0.3 0.416
H 15.967 -1.716 10.704 -0.4 0.2 0.1 0.130
C 16.651 -1.812 6.846 0.8 -1.0 1.9 0.037
O 17.169 -2.237 7.904 -0.8 0.0 -1.5 -0.434
N 16.352 -0.559 6.626 -1.0 1.6 -1.0 0.645
C 15.900 -0.133 5.282 0.2 0.9 0.8 0.114
C 16.196 0.478 7.642 -0.1 -0.5 0.4 -1.070
H 16.324 -2.397 5.973 0.5 -0.7 0.1 0.155
H 16.746 0.378 4.822 0.0 -0.4 -0.5 -0.066
H 15.172 0.666 5.422 -0.4 -0.2 0.1 0.250
H 15.489 -0.914 4.644 0.3 0.0 0.4 -0.449
H 16.717 1.392 7.357 -0.2 0.0 0.0 0.150
H 15.120 0.609 7.750 -0.1 0.6 -0.1 0.472
H 16.529 0.183 8.638 0.4 -0.3 -0.3 0.217
C 16.047 -1.545 2.145 0.9 0.5 1.0 -0.110
O 16.980 -1.598 2.990 -1.6 -0.3 -2.2 -0.609
N 15.966 -2.132 0.936 3.2 -0.9 1.9 0.412
C 14.812 -2.033 0.111 0.5 -0.2 -1.1 -0.949
C 17.218 -2.805 0.373 -2.5 0.1 -0.7 -1.077
H 15.154 -0.914 2.278 0.0 -0.1 0.6 0.439
H 14.540 -3.026 -0.245 -0.4 -0.1 0.3 0.310
H 15.171 -1.533 -0.790 -0.7 0.5 -0.3 0.347
H 13.990 -1.528 0.618 0.1 0.0 -0.1 0.300
H 16.838 -3.698 -0.123 0.2 -0.3 0.2 0.404
H 17.514 -2.172 -0.464 0.7 0.1 0.2 0.339
H 17.995 -3.094 1.081 -0.4 0.6 0.1 0.252
C 19.628 -1.987 10.392 0.1 -1.9 2.1 0.225
O 19.590 -2.702 11.454 0.0 2.2 -3.1 -0.752
N 20.622 -1.125 10.084 -2.8 -1.9 -2.1 0.249
C 20.551 -0.365 8.780 0.8 1.0 2.0 -1.244
C 21.693 -0.990 10.965 1.4 1.9 0.6 -1.026
H 18.872 -2.034 9.593 -0.2 -0.1 0.3 0.377
H 21.548 -0.043 8.479 0.4 -1.1 -0.4 0.493
H 20.212 0.641 9.027 -1.0 0.1 0.0 0.538
H 19.945 -0.792 7.980 0.2 -0.3 0.5 0.184
H 21.754 0.098 10.952 1.3 0.3 0.6 0.366
H 21.517 -1.281 12.001 -0.5 -0.3 -0.4 0.321
H 22.605 -1.466 10.606 0.1 0.1 0.0 0.284
C 18.914 3.450 8.775 0.1 0.9 -0.2 -0.068
O 17.854 2.959 9.093 -0.3 -0.6 0.1 -0.579
N 19.070 4.321 7.750 -1.5 0.4 -1.1 0.310
C 17.905 4.679 6.917 -0.6 -1.3 -0.4 -0.888
C 20.297 5.026 7.427 -0.3 -0.6 1.2 -0.857
H 19.832 3.295 9.363 0.2 -0.1 -0.1 0.416
H 17.790 5.722 6.619 0.8 0.0 0.1 0.371
H 16.912 4.420 7.283 0.4 -0.1 1.2 0.204
H 17.913 4.005 6.060 0.4 0.5 -0.7 0.216
H 21.004 4.526 8.089 0.6 0.7 0.1 0.292
H 20.689 4.940 6.414 -0.5 -0.3 -0.2 0.175
H 20.081 6.066 7.671 0.8 0.2 0.0 0.374
C 12.333 -2.235 4.058 0.7 -0.5 -0.7 0.110
O 13.132 -1.589 3.371 -1.0 -0.6 1.0 -0.491
N 12.511 -3.535 4.433 3.2 1.9 -1.8 0.239
C 13.770 -4.225 4.140 0.2 -0.3 0.3 -0.633
C 11.605 -4.323 5.077 -3.1 -1.5 1.2 -0.789
H 11.360 -1.856 4.405 0.1 0.2 -0.1 0.267
H 14.263 -4.455 5.084 0.3 0.3 0.2 0.163
H 14.450 -3.688 3.478 -0.3 0.2 0.2 -0.026
H 13.580 -5.217 3.732 -0.3 0.1 -0.4 0.385
H 11.384 -5.223 4.503 0.1 -0.2 -0.2 0.363
H 11.874 -4.674 6.073 0.4 0.2 0.2 0.148
H 10.642 -3.821 5.158 0.0 0.2 0.2 0.309
O 12.490 4.391 8.311 -1.3 0.4 -1.1 -0.579
C 12.982 3.303 8.401 0.2 0.4 0.3 0.620
O 12.838 2.271 7.548 -0.6 0.0 -1.3 -0.199
C 11.881 2.423 6.390 0.3 -0.1 1.1 -0.195
C 10.552 1.879 6.841 -0.7 0.1 -0.2 -1.047
C 13.982 3.117 9.466 1.8 -0.4 1.4 -0.525
H 12.191 1.767 5.577 0.8 0.2 0.2 0.207
H 11.863 3.453 6.032 0.1 0.0 0.4 0.404
H 10.246 2.254 7.817 0.2 -0.3 0.1 0.332
H 10.583 0.792 6.758 0.0 -0.1 0.7 0.172
H 9.731 2.142 6.174 0.1 0.3 -0.3 0.372
H 14.175 4.056 9.985 -0.1 0.3 -0.6 0.333
H 14.923 2.788 9.027 0.1 -0.1 0.0 -0.114
H 13.835 2.494 10.349 -0.8 -0.8 -0.5 0.229
O 22.710 2.007 3.771 -2.4 1.1 0.6 -0.612
C 21.772 2.792 3.940 2.6 0.5 -1.5 0.739
O 20.776 2.693 4.817 -0.5 0.0 0.3 -0.184
C 20.671 1.572 5.642 -0.4 -2.9 1.3 -0.647
C 19.306 0.835 5.473 0.4 0.5 -0.8 0.363
C 21.710 4.197 3.273 0.0 -0.7 1.2 -1.026
H 20.881 1.752 6.697 -0.4 1.1 0.1 0.180
H 21.443 0.821 5.472 0.2 0.2 -0.8 0.467
H 18.492 1.549 5.351 0.0 0.1 0.0 -0.031
H 18.985 0.109 6.220 0.5 0.3 0.5 -0.406
H 19.377 0.240 4.563 -0.2 0.1 -0.2 0.212
H 22.359 4.801 3.906 0.4 0.0 0.0 0.350
H 20.734 4.650 3.447 -0.1 -0.3 -0.7 0.226
H 22.105 4.240 2.258 -0.4 -0.2 0.2 0.335
O 19.156 -6.578 1.171 -0.2 1.1 0.9 -0.591
C 19.220 -7.129 2.252 -0.2 -1.5 -3.6 0.765
O 19.210 -6.640 3.436 -0.3 1.0 2.4 -0.253
C 18.917 -5.279 3.726 -0.3 1.1 0.3 -0.117
C 18.569 -5.133 5.224 0.3 -0.4 -0.8 -0.760
C 19.396 -8.600 2.298 0.0 -1.2 1.0 -1.087
H 18.111 -4.872 3.116 -0.3 -0.6 -0.2 0.015
H 19.760 -4.647 3.450 0.3 -0.2 0.2 0.316
H 17.885 -4.293 5.351 0.4 0.2 0.2 0.022
H 19.495 -5.027 5.790 -0.2 0.2 0.2 0.423
H 18.045 -6.011 5.601 0.0 -0.1 -0.2 0.353
H 19.487 -9.090 1.328 0.5 0.4 0.1 0.302
H 18.603 -9.152 2.803 -0.5 0.5 0.1 0.311
H 20.196 -8.745 3.023 0.6 -0.5 -0.5 0.313


13
Properties=species:S:1:pos:R:3:forces:R:3:mulliken_spin:R:1 method="wB97M-V/def2-TZVPD" total_energy_ha=-948.761461 largest_force_ha_per_bohr=0.046 homo_energy_ev="-0.8 / -3.6" e_above_lowest_kj_mol=19.3 total_charge=-1 gap_ha="0.1744 / 0.2678" lumo_energy_ha="0.1447 / 0.1351" spin_multiplicity=2
S 1.963 -0.623 -0.748 -0.3 -1.9 -1.3 0.478
S 1.419 1.109 0.709 -0.6 1.2 1.7 0.510
H 0.673 -1.091 -0.764 0.8 0.3 -0.1 0.013
H 1.273 0.206 1.714 0.1 0.5 -0.4 -0.004
N -2.092 -0.664 1.136 -0.8 0.1 1.1 0.000
C -2.192 -0.740 -0.312 0.4 -0.6 0.9 -0.014
N -2.184 0.538 -0.949 0.1 -1.3 -0.7 0.001
H -2.148 0.218 1.609 0.2 0.3 -0.4 -0.002
H -1.646 -1.352 1.712 0.3 -0.2 -0.5 0.001
H -3.083 -1.321 -0.547 -0.4 0.3 -0.4 -0.001
H -1.363 -1.372 -0.637 0.1 0.3 -0.4 0.019
H -1.269 0.963 -0.889 -0.3 0.6 0.3 0.000
H -3.028 1.060 -0.804 0.3 0.5 0.2 0.000